Entry w
DFT (the ωB97M-V functional and the def2-TZVPD basis) results for an isolated molecule of C4H11NOS.

As for the spin multiplicity: 1. Its SMILES is C[C@@H](CS)NCO. Its charge is 0.

Each line ends with the Mulliken charge.
Cartesian coordinates (Å):
C  -1.8059  -0.1739  1.1489  -1.24
C  -0.4638  0.0089  0.5175  0.06
C  0.1567  -1.2384  -0.2158  -0.79
S  1.2442  -2.4144  0.6367  -0.23
N  -0.3123  0.8864  -0.6655  -0.31
C  0.2406  2.2741  -0.4581  -0.20
O  -0.1125  3.0118  -1.6202  -0.56
H  -1.9615  -1.2221  1.2356  0.36
H  -2.0342  0.3984  2.0802  0.30
H  -2.6124  0.2709  0.5653  0.33
H  0.2549  0.4241  1.2447  0.44
H  0.9348  -1.0368  -1.0586  0.28
H  -0.7356  -1.5738  -0.8027  0.39
H  0.5769  -2.4114  1.9019  0.11
H  -1.2203  0.8468  -1.2796  0.26
H  1.4160  2.0934  -0.3940  0.24
H  -0.1411  2.8734  0.4277  0.24
H  -0.0642  2.4439  -2.4417  0.32

=====

Entry x
DFT (the ωB97M-V functional and the def2-TZVPD basis) results for an isolated molecule of C4H11NOS.

As for the spin multiplicity: 1. Its SMILES is N[C@H](CO)CCS. Its charge is 0.

Each line ends with the Mulliken charge.
Cartesian coordinates (Å):
N  -0.2724  1.5013  -1.0787  -0.63
C  -0.6535  0.1619  -0.3637  -0.02
C  -1.8014  0.3672  0.5386  -0.67
O  -2.4380  -0.9462  0.7199  -0.52
C  0.4411  -0.4693  0.4868  -0.31
C  1.6254  -0.7191  -0.5113  -0.83
S  3.1027  -1.4059  0.0221  -0.23
H  0.0846  2.1836  -0.3972  0.22
H  0.2287  1.2940  -1.9314  0.25
H  -0.9144  -0.4055  -1.2313  0.47
H  -1.6086  0.8936  1.4769  0.31
H  -2.5091  1.3192  0.0619  0.27
H  -3.2054  -0.9789  1.3623  0.30
H  0.1946  -1.5270  0.9687  0.21
H  0.8164  0.2616  1.2188  0.36
H  1.3562  -1.2430  -1.4064  0.39
H  2.0678  0.2122  -0.9799  0.32
H  3.4854  -0.4997  1.0435  0.11

=====

Name the least stable of them. entry w.

=====

Entry w
DFT (the ωB97M-V functional and the def2-TZVPD basis) results for a cluster of 2 separate species, C4H11NOS in total.

As for the spin multiplicity: 1. Its charge is 0.

Each line ends with the Mulliken charge.
Cartesian coordinates (Å):
C  -2.3573  0.8594  -0.5756  -1.14
C  -1.5935  0.1901  0.5629  -0.48
C  -0.1123  0.5666  0.5912  -0.55
C  0.6376  0.1350  -0.6529  -0.74
N  2.4505  -2.5160  0.2211  -0.48
O  2.6023  1.3913  0.6353  -0.44
S  2.4437  0.4741  -0.4829  0.30
H  -3.4285  0.7194  -0.4472  0.35
H  -2.1523  1.9298  -0.5953  0.29
H  -2.0754  0.4343  -1.5372  0.30
H  -2.0337  0.4950  1.5149  0.31
H  -1.6910  -0.8945  0.4851  0.30
H  -0.0147  1.6490  0.7096  0.32
H  0.3574  0.0947  1.4586  0.36
H  0.5641  -0.9357  -0.8277  0.42
H  0.3008  0.6763  -1.5393  0.41
H  3.0440  -2.7981  -0.5604  0.23
H  3.0582  -2.4708  1.0400  0.23

=====

Entry x
DFT (the ωB97M-V functional and the def2-TZVPD basis) results for an isolated molecule of C4H11NOS.

As for the spin multiplicity: 1. Its SMILES is C[C@@H](CS)NCO. Its charge is 0.

Each line ends with the Mulliken charge.
Cartesian coordinates (Å):
C  -0.6998  -1.4980  -0.6926  -1.16
C  0.3171  -0.4806  -0.0127  0.20
C  1.5219  0.0035  -0.8110  -0.87
S  3.0767  -0.8978  -0.7492  -0.22
N  -0.4554  0.7753  0.1457  -0.35
C  -0.9772  1.1425  1.3713  -0.45
O  -1.6642  2.3289  1.1157  -0.56
H  -0.2192  -2.0886  -1.4771  0.34
H  -1.0364  -2.2720  -0.0403  0.32
H  -1.6440  -0.9743  -0.9641  0.31
H  0.5657  -0.8681  0.9841  0.40
H  1.7213  1.0300  -0.5927  0.40
H  1.1724  0.0895  -1.8748  0.35
H  2.6495  -2.0859  -0.8206  0.08
H  -1.1418  1.0085  -0.6613  0.28
H  -0.2950  1.3104  2.0786  0.32
H  -1.7248  0.3667  1.6178  0.31
H  -1.1668  3.1099  1.3832  0.32

=====

Entry y
DFT (the ωB97M-V functional and the def2-TZVPD basis) results for a cluster of 2 separate species, C4H11NOS in total.

As for the spin multiplicity: 1. Its charge is 0.

Each line ends with the Mulliken charge.
Cartesian coordinates (Å):
C  -2.0529  -0.3593  -0.5056  -0.26
C  -3.2546  -0.5698  0.3373  -1.06
C  2.8806  0.1055  0.0804  -0.78
C  1.9128  0.6236  1.0435  -0.84
N  -0.5210  1.3110  -1.4804  -0.57
O  -1.1338  1.5655  1.0165  -0.58
S  -0.7387  0.5581  0.0456  0.57
H  -1.7900  -1.1190  -1.2084  0.31
H  -3.7804  0.3087  0.4096  0.32
H  -3.7078  -1.4696  0.0889  0.36
H  -2.9467  -0.7524  1.3619  0.33
H  3.8054  0.6397  0.2658  0.34
H  3.1269  -0.9545  0.0876  0.30
H  2.6053  0.3491  -0.8661  0.24
H  1.8437  1.7193  0.9772  0.31
H  1.1803  0.1123  1.6931  0.46
H  -0.3275  0.6185  -2.2244  0.25
H  0.1669  1.9594  -1.2924  0.29

=====

Entry z
DFT (the ωB97M-V functional and the def2-TZVPD basis) results for an isolated molecule of C4H11NOS.

As for the spin multiplicity: 1. Its SMILES is OCNCCCS. Its charge is 0.

Each line ends with the Mulliken charge.
Cartesian coordinates (Å):
O  -1.4356  -2.1421  -0.4916  -0.51
C  -0.4903  -2.3734  0.5307  -0.47
N  0.4324  -1.2574  0.7350  -0.37
C  -0.0580  0.1530  0.8714  -0.78
C  0.1660  0.8582  -0.4899  -0.72
C  0.2546  2.3388  -0.3628  -0.44
S  0.7675  3.1589  -1.8529  -0.30
H  -1.0499  -2.3916  -1.3426  0.32
H  -1.0633  -2.4441  1.4861  0.34
H  -0.0040  -3.3334  0.3417  0.33
H  0.9650  -1.5250  1.5531  0.20
H  -1.0398  0.1985  1.3497  0.35
H  0.5712  0.6036  1.6545  0.49
H  -0.5572  0.3615  -1.1320  0.36
H  1.1476  0.4026  -0.7144  0.37
H  1.0074  2.4780  0.4445  0.31
H  -0.5680  2.7969  0.1954  0.40
H  0.9543  2.1174  -2.7757  0.14

=====

Name the least stable of them. entry y.

=====

Entry w
DFT (the ωB97M-V functional and the def2-TZVPD basis) results for an isolated molecule of C4H11NOS.

As for the spin multiplicity: 1. Its SMILES is CN[C@H](CO)CS. Its charge is 0.

Each line ends with the Mulliken charge.
Cartesian coordinates (Å):
C  0.0492  -1.9794  -0.7292  -0.90
N  0.6274  -0.6594  -0.9496  -0.30
C  0.3178  0.4032  -0.0416  0.04
C  0.4649  -0.0814  1.4061  -0.84
O  0.2760  0.9426  2.3554  -0.53
C  -1.0447  1.0446  -0.2476  -0.62
S  -1.1549  1.9775  -1.8111  -0.23
H  -1.0122  -1.9367  -0.4800  0.30
H  0.0716  -2.5172  -1.6699  0.35
H  0.5909  -2.5352  0.0271  0.25
H  0.6179  -0.3925  -1.9213  0.30
H  1.0770  1.1823  -0.1752  0.38
H  -0.2677  -0.8524  1.6119  0.31
H  1.4515  -0.5335  1.4722  0.41
H  1.1193  1.3593  2.5860  0.34
H  -1.3663  1.6715  0.5849  0.38
H  -1.8169  0.2682  -0.3568  0.26
H  -0.0007  2.6387  -1.6613  0.11

=====

Entry x
DFT (the ωB97M-V functional and the def2-TZVPD basis) results for an isolated molecule of C4H11NOS.

As for the spin multiplicity: 1. Its SMILES is OCNCCCS. Its charge is 0.

Each line ends with the Mulliken charge.
Cartesian coordinates (Å):
O  2.3076  -1.7891  1.6127  -0.50
C  1.4688  -0.6713  1.7635  -0.45
N  0.2167  -0.7357  0.9291  -0.37
C  0.4373  -0.3114  -0.5422  -0.72
C  -0.1849  1.0919  -0.7471  -0.37
C  -1.5905  0.9715  -1.4426  -0.84
S  -2.9207  0.2989  -0.5083  -0.18
H  2.6131  -1.8074  0.6964  0.32
H  1.8715  0.3388  1.7001  0.30
H  1.0587  -0.8895  2.7416  0.34
H  -0.1015  -1.6853  0.8257  0.25
H  -0.0110  -1.0844  -1.3030  0.39
H  1.3864  -0.3659  -0.7985  0.47
H  -0.4418  1.4256  0.3520  0.22
H  0.4541  1.8280  -1.2805  0.35
H  -1.9794  1.8484  -1.9498  0.40
H  -1.4769  0.2845  -2.4000  0.29
H  -3.1074  1.2523  0.3509  0.09

=====

Name the least stable of them. entry x.

=====

Entry w
DFT (the ωB97M-V functional and the def2-TZVPD basis) results for an isolated molecule of CClF3OS.

As for the spin multiplicity: 1. Its charge is 0.

Each line ends with the Mulliken charge.
Cartesian coordinates (Å):
C  -0.3786  -0.3762  0.6103  0.46
O  1.5791  1.4571  -0.4372  -0.40
F  -0.3664  0.1999  1.8231  -0.18
F  0.5106  -1.3699  0.6196  -0.17
F  0.3843  -0.0705  -1.9834  -0.24
S  0.2633  1.1079  -0.8258  0.64
Cl  -1.9922  -0.9482  0.1935  -0.11

=====

Entry x
DFT (the ωB97M-V functional and the def2-TZVPD basis) results for an isolated molecule of CClF3OS.

As for the spin multiplicity: 1. Its charge is 0.

Each line ends with the Mulliken charge.
Cartesian coordinates (Å):
C  -0.1629  -0.5599  -0.3388  0.56
O  1.2718  1.8717  -0.1912  -0.48
F  -1.3692  -0.2109  -0.8209  -0.15
F  -0.3959  -1.7489  0.3109  -0.20
F  -0.9589  0.8241  1.6111  -0.19
S  0.5329  0.5323  1.0481  0.51
Cl  1.0821  -0.7083  -1.6192  -0.05

=====

Name the least stable of them. entry x.

=====

Entry w
DFT (the ωB97M-V functional and the def2-TZVPD basis) results for a cluster of 2 separate species, C2H4N2 in total.

As for the spin multiplicity: 1. Its charge is +2.

Each line ends with the Mulliken charge.
Cartesian coordinates (Å):
C  1.7203  -0.4722  0.0914  -0.06
C  -2.4174  -0.1611  -0.2513  0.08
N  2.5792  0.1557  -0.1458  0.23
N  -1.7356  0.5083  0.3130  0.06
H  0.8675  -1.1683  0.3397  0.38
H  -3.0653  -0.7822  -0.9513  0.40
H  3.4388  0.6877  -0.4424  0.45
H  -1.1481  1.3389  0.7123  0.46

=====

Entry x
DFT (the ωB97M-V functional and the def2-TZVPD basis) results for a structure of composition C2H4N2.

As for the spin multiplicity: 1. Its charge is +2.

Each line ends with the Mulliken charge.
Cartesian coordinates (Å):
C  0.6433  0.8048  0.0639  0.29
C  -0.5305  -0.7066  0.0158  0.22
N  0.8628  -0.4701  0.0103  0.08
N  -0.9128  0.5265  0.0402  -0.01
H  1.1110  1.7601  0.1953  0.41
H  -1.0246  -1.7232  0.0296  0.39
H  1.6376  -1.0737  -0.1090  0.28
H  -1.7869  0.8822  -0.2461  0.33

=====

Entry y
DFT (the ωB97M-V functional and the def2-TZVPD basis) results for a cluster of 2 separate species, C2H4N2 in total.

As for the spin multiplicity: 1. Its charge is +2.

Each line ends with the Mulliken charge.
Cartesian coordinates (Å):
C  0.2898  0.8356  1.4769  0.00
C  0.3035  -0.9424  -2.1452  0.16
N  -0.0302  0.1729  2.3063  0.16
N  -0.4460  -0.2672  -1.5999  0.05
H  0.4006  1.8513  0.9833  0.43
H  0.9279  -1.5403  -2.7529  0.43
H  -0.2582  -0.4078  3.1216  0.41
H  -1.1874  0.2978  -1.3902  0.35

=====

Name the least stable of them. entry x.

=====

Entry w
DFT (the ωB97M-V functional and the def2-TZVPD basis) results for a cluster of 2 separate species, C4H11NO3 in total.

As for the spin multiplicity: 2. Its charge is -1.

Each line ends with the Mulliken charge.
Cartesian coordinates (Å):
C  0.3667  -0.0137  1.0671  -0.67
C  -0.0158  1.4199  0.7127  -0.40
C  0.7000  1.9099  -0.5453  -0.17
O  0.9947  3.2330  -0.5663  -0.43
N  0.0971  -0.9631  -0.0005  -0.06
C  -0.2494  -2.3391  0.5110  -0.52
O  0.7652  -2.9417  1.1410  -0.87
H  -0.2671  -0.3402  1.8907  0.41
H  1.4110  -0.1106  1.3898  0.26
H  -1.0828  1.3520  0.4692  0.24
H  0.0988  2.1152  1.5421  0.33
H  1.7285  1.4637  -0.5203  0.22
H  0.3368  1.5170  -1.4669  0.10
H  0.8958  -1.0867  -0.6123  0.18
H  -0.6334  -2.8560  -0.3982  0.21
H  -1.0715  -2.2057  1.2558  0.24
H  -1.2028  0.6639  -2.1921  0.28
H  -1.2483  -0.6273  -1.4467  0.41
O  -1.6236  -0.1905  -2.2309  -0.75

=====

Entry x
DFT (the ωB97M-V functional and the def2-TZVPD basis) results for a cluster of 2 separate species, C4H11NO3 in total.

As for the spin multiplicity: 2. Its charge is -1.

Each line ends with the Mulliken charge.
Cartesian coordinates (Å):
C  0.7101  0.2582  -0.9371  -0.42
O  1.7564  -0.5988  -1.1628  -0.89
C  -0.1034  -0.1563  0.3489  0.58
C  -1.5996  0.0184  0.1719  -0.76
C  -2.3060  0.5318  1.4904  -0.29
O  -3.5629  0.9467  1.2918  -0.42
N  0.2391  -1.5120  0.7580  -0.79
H  0.0422  0.3007  -1.8208  0.19
H  1.0870  1.2862  -0.7689  0.21
H  0.2242  0.5394  1.1336  0.07
H  -2.0903  -0.9118  -0.1169  0.32
H  -1.8425  0.7671  -0.5857  0.32
H  -2.4549  -0.4252  2.0497  0.20
H  -1.6278  1.1787  2.0579  0.34
H  -0.4538  -2.1510  0.3949  0.21
H  1.1432  -1.6771  0.3092  0.29
H  4.0986  0.9872  -1.0914  0.23
H  2.9472  0.0070  -1.6048  0.39
O  3.7930  0.6107  -1.9179  -0.79

=====

Name the least stable of them. entry w.